w | A molecular structure, HO3S3, computed with ωB97M-V/def2-TZVPD.

Last column: natural (NBO) charge in e.
CARTESIAN COORDINATES (ANGSTROEM)
O: 0.713 -0.590 -1.189  -1.011
O: 0.640 -0.747 1.272  -0.990
O: 1.981 0.997 0.251  -1.007
S: -1.920 -0.257 0.289  -0.188
S: -0.799 1.462 0.034  -0.208
S: 0.837 0.110 0.098  2.246
H: -1.453 -0.974 -0.754  0.157

## Properties
total charge = -1
LUMO = 0.1230 Ha

x | A gas-phase ion, HO3S3 (charge -1), computed with ωB97M-V/def2-TZVPD.

Last column: natural (NBO) charge in e.
CARTESIAN COORDINATES (ANGSTROEM)
O: 1.985 -1.208 -0.603  -0.956
S: 0.516 -1.183 -0.716  1.551
O: -0.199 -2.115 0.134  -0.960
S: 0.381 1.094 0.391  0.399
O: -1.242 0.991 1.149  -0.931
S: 0.396 2.189 -1.320  -0.580
H: -1.837 0.233 0.966  0.478

## Properties
total charge = -1
LUMO = 0.1338 Ha

Preferred: w; penalty for the next structure: 67.8 kJ/mol.

w | A gas-phase ion, C3H4N3 (charge +1), computed with ωB97M-V/def2-TZVPD.

Last column: natural (NBO) charge in e.
CARTESIAN COORDINATES (ANGSTROEM)
C: 1.280 -0.163 -0.143  0.371
C: -0.727 1.414 0.023  0.400
C: -0.782 -1.013 0.189  0.365
N: 0.482 -1.197 0.057  -0.411
N: 0.875 1.067 0.175  -0.560
N: -1.342 0.243 -0.091  -0.613
H: 2.345 -0.443 -0.553  0.264
H: -1.272 -1.923 0.430  0.258
H: 1.401 1.929 0.145  0.461
H: -2.292 0.454 -0.259  0.465

## Properties
total charge = +1
LUMO = -0.2265 Ha

x | A molecular structure, C3H4N3, computed with ωB97M-V/def2-TZVPD.

Last column: natural (NBO) charge in e.
CARTESIAN COORDINATES (ANGSTROEM)
C: 0.596 -0.772 -0.545  0.578
C: 1.963 -0.763 -0.238  -0.089
C: -1.620 0.324 0.068  -0.460
N: 1.829 0.384 0.382  -0.042
N: 0.598 0.929 0.532  0.054
N: -0.259 0.157 -0.146  -0.177
H: 2.914 -1.233 -0.325  0.313
H: -1.850 1.415 0.120  0.290
H: -1.876 -0.368 0.878  0.263
H: -2.295 -0.072 -0.726  0.270

## Properties
total charge = +1
LUMO (spin up / spin down) = -0.3196 / -0.3196 Ha

y | A gas-phase ion, C3H4N3 (charge +1), computed with ωB97M-V/def2-TZVPD.

Last column: natural (NBO) charge in e.
CARTESIAN COORDINATES (ANGSTROEM)
C: -1.455 0.112 0.225  0.313
C: 1.075 -1.369 -0.067  0.617
C: 0.639 0.937 -0.217  0.311
N: -0.566 1.104 -0.163  -0.336
N: -1.106 -1.067 -0.233  -0.571
N: 1.480 -0.214 0.101  -0.750
H: -2.208 0.600 0.714  0.234
H: 1.168 1.795 -0.396  0.223
H: -1.576 -1.962 -0.203  0.434
H: 2.548 0.065 0.238  0.525

## Properties
total charge = +1
LUMO = -0.2198 Ha

z | A gas-phase ion, C3H4N3 (charge +1), computed with ωB97M-V/def2-TZVPD.

Last column: natural (NBO) charge in e.
CARTESIAN COORDINATES (ANGSTROEM)
N: 1.515 1.004 0.015  -0.569
C: 0.388 0.365 -0.072  0.525
C: -0.090 -1.091 0.019  -0.246
C: -1.460 -1.024 0.021  0.014
N: -1.756 0.341 -0.021  -0.004
N: -0.803 1.102 0.031  -0.199
H: 2.423 0.599 -0.264  0.468
H: 1.391 2.003 0.251  0.470
H: 0.731 -1.728 0.243  0.262
H: -2.341 -1.570 -0.222  0.279

## Properties
total charge = +1
LUMO = -0.2907 Ha

Preferred: w; penalty for the next structure: 78.8 kJ/mol.

w | A molecular structure, C3H4N3, computed with ωB97M-V/def2-TZVPD.

Last column: natural (NBO) charge in e.
CARTESIAN COORDINATES (ANGSTROEM)
C: -1.550 -1.018 0.236  0.473
C: 0.155 0.486 0.044  0.463
C: -0.134 -0.979 -0.095  -0.700
N: -1.665 1.053 -0.008  0.076
N: -2.230 -0.008 -0.097  -0.198
N: 1.296 0.944 0.138  -0.616
H: 0.434 -1.675 0.587  0.309
H: 0.115 -1.244 -1.185  0.333
H: 2.149 0.535 0.254  0.427
H: 1.430 1.906 0.127  0.431

## Properties
total charge = +1
LUMO (spin up / spin down) = -0.2336 / -0.2443 Ha

x | A molecular structure, C3H4N3, computed with ωB97M-V/def2-TZVPD.

Last column: natural (NBO) charge in e.
CARTESIAN COORDINATES (ANGSTROEM)
C: 0.724 -0.404 -0.456  0.306
C: -2.346 0.110 0.859  0.426
C: 1.942 0.026 -0.486  -0.374
N: -0.352 -0.965 -0.286  -0.034
N: -2.166 1.258 0.983  -0.603
N: -1.530 -1.218 -0.218  -0.209
H: 2.954 -0.437 -0.227  0.303
H: 2.018 0.982 -1.025  0.269
H: -2.265 2.228 0.893  0.468
H: -1.957 -2.110 -0.016  0.448

## Properties
total charge = +1
LUMO = -0.2332 Ha

y | A gas-phase ion, C3H4N3 (charge +1), computed with ωB97M-V/def2-TZVPD.

Last column: natural (NBO) charge in e.
CARTESIAN COORDINATES (ANGSTROEM)
C: 1.926 -0.067 0.002  0.213
N: 0.588 -0.138 0.049  -0.035
N: -0.239 -1.244 -0.007  -0.168
C: -1.429 -0.703 0.053  0.081
C: -1.297 0.772 0.075  0.073
N: -0.086 1.075 0.025  -0.183
H: 2.153 0.981 -0.149  0.251
H: 2.702 -0.804 0.091  0.270
H: -2.260 -1.294 -0.110  0.253
H: -2.060 1.421 -0.028  0.246

## Properties
total charge = +1
LUMO = -0.2658 Ha

Preferred: y; penalty for the next structure: 296.0 kJ/mol.

w | A single C3H4FN3 molecule, computed with ωB97M-V/def2-TZVPD.

Last column: natural (NBO) charge in e.
CARTESIAN COORDINATES (ANGSTROEM)
C: 0.629 0.545 -1.549  -0.638
C: -0.070 0.090 -0.275  -0.002
N: -1.231 0.698 0.148  -0.227
N: -1.684 0.205 1.222  -0.054
N: -0.814 -0.656 1.637  -0.377
C: 0.233 -0.564 0.818  0.474
F: 1.361 -1.283 0.843  -0.303
H: 1.148 1.513 -1.426  0.236
H: 1.361 -0.269 -1.708  0.227
H: -0.232 0.565 -2.362  0.243
H: -0.700 -0.844 2.654  0.420

## Properties
total charge = 0
LUMO = 0.0275 Ha

x | A single C3H4FN3 molecule, computed with ωB97M-V/def2-TZVPD.

Last column: natural (NBO) charge in e.
CARTESIAN COORDINATES (ANGSTROEM)
N: 2.044 -0.267 -0.337  -0.857
C: 0.665 0.064 -0.026  0.452
N: 0.021 1.313 -0.026  -0.511
C: -1.271 0.928 -0.027  0.489
F: -2.233 1.881 -0.037  -0.318
C: -1.481 -0.416 0.265  -0.224
N: -0.255 -0.888 0.049  -0.494
H: 2.268 0.689 -0.945  0.407
H: 2.676 -0.390 0.543  0.393
H: -2.406 -0.977 0.484  0.236
H: -0.027 -1.937 0.057  0.427

## Properties
total charge = 0
LUMO = 0.0251 Ha

Preferred: x; penalty for the next structure: 108.5 kJ/mol.